[1]
A structure of composition C19H13ClIN3O9Tc, computed with the ωB97M-V functional and the def2-TZVPD basis.

Geometry as ORCA input:
```
! wB97M-V def2-TZVPD RIJCOSX def2/J DEFGRID3
* xyz 0 4
I 1.3276 3.0820 -0.0526
Tc -0.3326 -1.2186 0.0960
Cl -3.7652 5.5613 0.1706
O -2.4562 -0.5823 3.5028
O -0.9601 -5.1817 -0.0376
O 7.7522 -0.2002 1.5634
O 1.3261 -1.1919 -1.1871
O -0.0715 -3.1577 0.2799
O 6.0312 -0.3736 2.8451
O -0.5765 0.6628 -0.2901
O -1.6011 -1.1894 1.5462
O 1.5299 -0.8171 0.9387
N -3.3828 0.4722 -0.5306
N -1.9053 -1.9229 -1.0955
N 6.5653 -0.3549 1.7585
C -2.7787 1.6718 -0.3113
C 3.5377 -0.7732 -0.3642
C -4.9462 2.7427 -0.1532
C -0.7468 2.9663 -0.1305
C 4.0925 -0.7565 -1.6402
C -2.2847 -3.2551 -0.5859
C 4.3367 -0.6382 0.7642
C -3.5371 2.8563 -0.1555
C -1.3428 1.7296 -0.2531
C -2.8576 4.0923 -0.0091
C 5.6953 -0.4932 0.5726
C -5.5257 1.5214 -0.3208
C 2.0825 -0.9309 -0.2014
C 6.2761 -0.4699 -0.6833
C -1.5291 -0.6288 2.7478
C -4.6892 0.4105 -0.5256
C 5.4606 -0.6020 -1.7969
C -1.4961 4.1493 -0.0137
C -1.0312 -3.9852 -0.0935
H -2.8052 -3.8478 -1.3369
H 3.9139 -0.6489 1.7570
H -0.9921 5.0986 0.0917
H 7.3452 -0.3511 -0.7712
H 3.4436 -0.8662 -2.4964
H -2.9374 -3.1051 0.2755
H -1.6340 -1.9588 -2.0757
H -5.1290 -0.5673 -0.6953
H -0.5303 -0.2096 2.9811
H -5.5456 3.6307 -0.0138
H -2.6239 -1.1810 -0.9702
H 5.8962 -0.5868 -2.7851
H -6.5984 1.3977 -0.3150
*
```

orbital gap (spin up / spin down): 0.2765 / 0.2556 Eh
E_HOMO (spin up / spin down): -8.4 / -8.5 eV

[2]
A structure of composition C19H13N5O3Se3Te2Y, computed with the ωB97M-V functional and the def2-TZVPD basis.

Geometry as ORCA input:
```
! wB97M-V def2-TZVPD RIJCOSX def2/J DEFGRID3
* xyz -1 1
Te -4.0424 1.6779 -0.6477
Te -5.4333 -0.4943 0.3669
Y -1.5318 -0.3795 -0.2032
Se -3.7298 -2.3382 0.2518
Se -1.1969 -3.4938 -3.0701
Se -2.6604 0.6797 -2.4897
O 0.5402 -0.1794 -1.1603
O 2.2523 -1.2084 -2.7567
O -2.0624 0.1441 1.8307
N 0.8128 1.9785 -0.4099
N -1.1126 -2.4471 -1.6479
N -0.2797 -4.8061 -2.2916
N -0.2398 -2.4901 0.4818
N -0.3029 1.6532 0.3656
C -1.7685 3.5159 3.1532
C 3.9749 0.1709 -3.5677
C 0.0313 -4.4008 -1.0732
C 0.9594 -4.4857 1.1155
C -3.1039 1.1433 3.6819
C -3.2946 2.2434 4.4797
C 2.3620 1.0899 -2.0108
C 1.1606 0.9651 -1.1457
C 2.8418 0.0055 -2.7677
C -2.2384 1.1911 2.5666
C 3.0361 2.3084 -2.0927
C 0.4374 -3.1755 1.3595
C 4.6216 1.3878 -3.6263
C -2.6290 3.4472 4.2267
C 0.7650 -5.1072 -0.0802
C -0.4327 -3.0956 -0.7264
C 4.1533 2.4675 -2.8872
C -0.5713 2.5374 1.2660
C -1.5605 2.4173 2.3067
H 4.3191 -0.6812 -4.1388
H -3.9764 2.1762 5.3199
H 1.5083 -4.9626 1.9150
H 4.6556 3.4246 -2.9346
H -2.7849 4.3066 4.8653
H -3.6312 0.2143 3.8613
H 1.1420 -6.0975 -0.2939
H 0.5998 -2.7188 2.3279
H -1.2309 4.4344 2.9442
H 1.4564 -1.0871 -2.1706
H 5.4948 1.4977 -4.2580
H 2.6482 3.1303 -1.5075
H 0.0414 3.4411 1.2723
*
```

orbital gap: 0.1500 Eh
relative energy (zero: lowest compared OMol25 entry of this formula, charge and spin): 40.1 kJ/mol
E_HOMO: -3.7 eV

[3]
A structure of composition C19H13NNiO5PSe2 at a distorted geometry, computed with the ωB97M-V functional and the def2-TZVPD basis.

Geometry as ORCA input:
```
! wB97M-V def2-TZVPD RIJCOSX def2/J DEFGRID3
* xyz -1 3
Se 2.0358 -0.6252 -1.2427
Se -1.4132 -0.7333 -0.0282
Ni 0.8910 -1.0768 0.8869
P 0.0291 0.1948 -1.3362
O 0.8570 -5.1797 1.5121
O 0.3852 1.1862 4.2794
O 0.0719 -3.5097 6.3737
O 0.7951 0.5835 2.1361
O 0.9994 -3.1550 0.4904
N 0.5783 -1.9080 2.6776
C -0.1378 0.2801 -5.4307
C -1.5000 0.1910 -5.6910
C 0.2626 -1.6163 4.9900
C 1.1164 4.1388 -1.4246
C 0.4135 -3.8268 4.0141
C -1.9383 0.0504 -3.3273
C -2.3982 0.0723 -4.6387
C 1.0192 2.7833 -1.6981
C 0.4398 -1.1066 3.7241
C -0.5761 0.1517 -3.0616
C 0.3227 0.2564 -4.1203
C -0.6194 2.5427 0.0469
C 0.3506 4.6993 -0.4063
C 0.2456 -3.0012 5.1232
C 0.5234 0.3748 3.3682
C -0.5085 3.9009 0.3307
C 0.1385 1.9813 -0.9698
C 0.8290 -3.9502 1.4714
C 0.5851 -3.2245 2.7879
H -1.0824 4.3255 1.1450
H -1.8587 0.2011 -6.7137
H -1.2651 1.9087 0.6373
H 0.4414 5.7551 -0.1778
H 0.0920 -4.4713 6.3184
H -3.4606 -0.0135 -4.8379
H -2.6323 -0.0568 -2.5032
H 1.3868 0.2905 -3.9161
H 1.6424 2.3413 -2.4666
H 1.8015 4.7561 -1.9945
H 0.4223 -4.9097 4.0819
H 0.1462 -0.9577 5.8397
H 0.5687 0.3565 -6.2499
*
```

orbital gap (spin up / spin down): 0.2931 / 0.2959 Eh
E_HOMO (spin up / spin down): -5.4 / -5.5 eV

[4]
A structure of composition C19H14AsBBr2F4N3NdO8S2 at a distorted geometry, computed with the ωB97M-V functional and the def2-TZVPD basis.

Geometry as ORCA input:
```
! wB97M-V def2-TZVPD RIJCOSX def2/J DEFGRID3
* xyz -2 4
Nd 1.3354 0.2734 0.7497
Br 3.5574 -5.7907 -2.2576
Br -3.7394 -4.6051 -3.3263
As 0.2436 2.7752 2.1130
S 3.8207 1.6990 -3.5739
S -1.5763 1.7495 -0.6605
F 3.9943 -0.7513 3.6208
F 2.7778 -1.7895 1.9420
F 3.6162 0.2654 1.5672
F 1.8743 -0.0226 3.0296
O -0.3052 1.0134 -0.4249
O 0.2218 3.5740 3.5345
O -2.1120 1.5868 -1.9808
O -2.5203 1.4738 0.4254
O -0.6179 1.2229 2.3018
O 1.7223 2.3505 1.4939
O 0.1527 -1.6628 1.3768
O -2.0334 -1.3794 1.7452
N 2.5664 1.0319 -1.1693
N -1.3859 -1.9021 -0.3459
N 1.6144 -1.7740 -0.8364
C -3.4538 -2.4309 -1.5232
C 2.7548 -4.1430 -1.7199
C -1.7115 -1.4080 3.1421
C 1.4016 -4.0491 -1.6489
C -1.6189 4.3806 -1.3798
C 3.0847 1.3164 -2.1793
C -0.9972 -1.6346 0.9339
C -1.1955 3.4703 -0.4263
C 3.5801 -3.0742 -1.3668
C -2.7808 -3.4427 -2.1716
C -0.6337 3.8970 0.7741
C 0.8052 -2.8293 -1.1962
C -2.7389 -1.6193 -0.6700
C -1.3805 -3.5733 -2.0707
C 2.9297 -1.9334 -0.9243
C -0.5208 5.2591 1.0209
C -1.4887 5.7382 -1.1300
C -0.9520 6.1757 0.0726
C -0.6188 -2.7576 -1.2089
B 3.1110 -0.5934 2.5899
H -1.0298 -0.6054 3.4102
H -0.0925 5.5697 1.9662
H -2.6639 -1.2840 3.6505
H 4.6557 -3.1271 -1.4212
H -0.8639 7.2373 0.2694
H -2.0463 4.0023 -2.2987
H -1.8142 6.4573 -1.8714
H -0.8647 -4.2238 -2.7558
H -3.1642 -0.7717 -0.1639
H -1.4617 1.2555 1.7876
H -1.2603 -2.3658 3.4005
H 3.5365 -1.0820 -0.6400
H -4.5000 -2.2407 -1.7121
H 0.7867 -4.9084 -1.8629
*
```

orbital gap (spin up / spin down): 0.1785 / 0.1787 Eh
relative energy (zero: lowest compared OMol25 entry of this formula, charge and spin): 20.2 kJ/mol
E_HOMO (spin up / spin down): -1.0 / -1.0 eV

[5]
A structure of composition C19H14BBiF2N14O2S, computed with the ωB97M-V functional and the def2-TZVPD basis.

Geometry as ORCA input:
```
! wB97M-V def2-TZVPD RIJCOSX def2/J DEFGRID3
* xyz -2 1
Bi 0.7004 -2.1691 0.1580
S -0.2346 -1.2895 -3.1468
F -0.9455 -4.2723 1.9446
F -1.9597 -2.2486 2.3184
O -1.0950 -1.5691 -4.2686
O 1.1290 -1.7464 -3.1986
N -2.9920 -0.9575 -2.1675
N 1.5746 -2.3568 4.7935
N 1.4848 -2.1066 2.6037
N -0.1231 5.3179 1.4146
N -0.0251 4.5781 -2.1586
N 3.5326 -1.5477 3.7023
N 5.6991 -1.3694 2.7571
N 0.3224 -2.5392 3.1037
N -0.8452 -1.8771 -1.7615
N 5.2020 -1.6294 0.6637
N -2.5992 -2.6176 -0.5094
N 0.3645 -2.6961 4.3871
N 4.0294 -1.7165 1.3344
N 6.1756 -1.4361 1.4978
C 0.9730 1.0291 -2.3648
C -4.2564 -0.9086 -1.7760
C 0.0768 2.7535 1.1241
C 1.4267 0.7654 1.1364
C -0.1579 0.4680 -2.9453
C -0.0458 4.1738 1.2978
C -1.1810 2.6340 -3.0500
C 4.3964 -1.5508 2.5959
C -0.8632 0.6553 0.4283
C -0.0673 3.2014 -2.4311
C 0.3559 0.0116 0.6459
C -3.8548 -2.5204 -0.1257
C -4.7639 -1.6623 -0.7339
C -1.2276 1.2735 -3.3056
C 2.2480 -2.0047 3.6788
C -2.1877 -1.8086 -1.5047
C 1.0204 2.3885 -2.1178
C -1.0065 2.0136 0.6522
C 1.2945 2.1208 1.3815
B -0.7847 -2.8904 1.9990
H -0.9419 4.9791 -2.0271
H -4.8926 -0.2137 -2.3201
H 1.8953 2.8213 -1.6466
H 0.5534 4.8050 -1.3622
H -1.7202 0.0954 0.0756
H 1.8077 0.3917 -2.1014
H -4.1429 -3.1538 0.7079
H -2.0957 0.8165 -3.7584
H -5.7930 -1.5870 -0.4136
H -2.0223 3.2657 -3.3158
H 2.1331 2.6986 1.7507
H 3.9955 -1.6039 4.5927
H -1.9497 2.5086 0.4552
H 2.3835 0.2825 1.3104
*
```

orbital gap: 0.2529 Eh
relative energy (zero: lowest compared OMol25 entry of this formula, charge and spin): 0.0 kJ/mol
E_HOMO: -2.5 eV

[6]
The molecule C19H14BrCl2FN4O at a distorted geometry, computed with the ωB97M-V functional and the def2-TZVPD basis.

Geometry as ORCA input:
```
! wB97M-V def2-TZVPD RIJCOSX def2/J DEFGRID3
* xyz 0 1
Br -2.8305 -1.6270 5.5534
Cl -0.3869 -4.3043 -3.1014
Cl 2.4383 -5.2935 -2.2934
F -5.8288 -0.7286 5.1225
O -1.0034 2.5643 -0.7734
N 1.6309 0.5979 -2.1220
N 3.7006 -0.2550 -1.4765
N -1.2879 0.2016 0.5832
N -0.6637 0.3596 -0.6262
C -3.6718 -0.7225 4.1310
C 0.5716 1.6094 -2.3701
C 1.5971 -0.7372 -2.2299
C 3.1783 -2.6458 -1.9464
C 2.1592 -3.5313 -2.2219
C 0.6222 -1.7486 -2.5704
C -4.9689 -0.3622 4.1214
C 3.0436 2.0824 0.8222
C 4.4555 1.9720 0.3359
C 2.8511 0.8004 -1.4853
C -2.7866 -0.4716 3.0292
C -0.4340 1.5815 -1.2115
C 0.8596 -3.1517 -2.4820
C -4.6667 0.5458 1.9588
C 3.3065 2.0330 -0.6909
C -2.6268 0.4131 0.6449
C 2.8680 -1.2462 -1.9138
C -3.3451 0.2174 1.9061
C -5.5048 0.2476 3.0375
H 4.2173 -2.9206 -1.7547
H 2.6653 2.9794 1.3912
H 0.9666 2.5512 -2.2621
H 4.8715 1.0537 0.7026
H -0.3946 -1.4874 -2.9234
H -6.5880 0.3318 3.0708
H 2.5601 1.2591 1.2455
H 0.1738 1.4535 -3.3007
H 5.0971 2.8871 0.3608
H -3.1393 0.7575 -0.1993
H -1.8292 -0.9322 3.0580
H 3.1506 3.0451 -1.1963
H -4.9744 1.0080 0.9773
H -0.0534 -0.3870 -0.9008
*
```

orbital gap: 0.3065 Eh
E_HOMO: -8.8 eV
SMILES: O=C(Cn1c(C2CC2)nc2cc(Cl)c(Cl)cc21)N/N=C/c1ccc(F)c(Br)c1

[7]
A structure of composition C19H14BrN6O2RhS3 at a distorted geometry, computed with the ωB97M-V functional and the def2-TZVPD basis.

Geometry as ORCA input:
```
! wB97M-V def2-TZVPD RIJCOSX def2/J DEFGRID3
* xyz 0 1
Rh 0.1251 -0.6659 -0.7460
Br 0.3075 4.4757 -0.5973
S 1.6437 -2.3160 0.4928
S 2.1799 -0.3050 3.0212
S 0.2341 -2.0456 -2.6605
O -0.2665 1.5713 -1.9824
O 1.6121 0.6668 -1.2346
N -1.6894 -2.8983 -1.0042
N -1.4183 -1.8064 -0.2342
N -0.5436 0.2738 0.9765
N -0.8838 -4.3046 2.1281
N -0.3192 -1.8638 5.1941
N -1.2618 -4.2216 -2.8069
C -1.5389 1.1859 3.3715
C 0.3392 -1.7661 4.2559
C -2.1159 0.0783 2.7516
C -0.4800 1.8210 2.7694
C 2.3478 5.0893 -2.4528
C -2.1049 -1.5381 0.8146
C -1.5990 -0.3533 1.5515
C 0.0002 1.3269 1.5589
C 1.5871 4.0530 -1.9356
C 2.7790 2.4813 -3.2811
C -0.9521 -3.1074 -2.1226
C 1.7832 2.7409 -2.3449
C 3.5347 3.5089 -3.8193
C 0.9580 1.5985 -1.8287
C 0.9169 -2.4566 1.9880
C -3.2839 -2.3443 1.2368
C 1.1441 -1.5763 3.0758
C 3.3166 4.8145 -3.4051
C -0.0802 -3.4737 2.1153
H -2.9834 -3.3765 1.4325
H -0.6594 -4.4678 -3.5742
H -2.9374 -0.4386 3.2226
H 0.8407 1.7716 1.0440
H 2.9529 1.4557 -3.5795
H -2.3970 -3.5502 -0.6950
H -1.7837 -4.9682 -2.3793
H 2.1823 6.0998 -2.1069
H -4.0521 -2.3193 0.4585
H -3.7248 -1.9622 2.1507
H 3.9067 5.6239 -3.8141
H -1.9166 1.5240 4.3260
H 4.2978 3.2907 -4.5542
H 0.0025 2.6740 3.2229
*
```

orbital gap (spin up / spin down): 0.2109 / 0.2109 Eh
relative energy (zero: lowest compared OMol25 entry of this formula, charge and spin): 52.5 kJ/mol
E_HOMO (spin up / spin down): -7.3 / -7.3 eV

[8]
A cluster of 2 separate species, C19H14Cl2N2O in total at a distorted geometry, computed with the ωB97M-V functional and the def2-TZVPD basis.

Geometry as ORCA input:
```
! wB97M-V def2-TZVPD RIJCOSX def2/J DEFGRID3
* xyz 0 1
Cl -5.2409 -3.1232 -4.2054
Cl 2.1824 -0.5289 6.2324
O 4.0982 3.7528 -0.2614
N 1.2089 4.2404 -0.3616
N 0.9009 2.0148 -0.0368
C -2.7243 -2.1469 -4.2158
C -0.0455 -0.8881 -0.2269
C -0.3313 -0.9054 -1.5917
C -1.4993 -1.5107 -2.1767
C -3.8335 -2.5243 -3.4423
C -1.5822 -1.6645 -3.5924
C 1.8092 -0.3900 4.5628
C -0.3153 2.6197 -0.1547
C 1.2124 -0.1764 1.8057
C 2.4845 0.1838 2.3156
C 2.7910 0.0597 3.6729
C 1.0102 -0.1516 0.3688
C 0.5441 -0.7739 4.0967
C -2.6247 -1.9453 -1.4156
C 3.2616 2.8676 -0.2381
C 1.8012 3.0223 -0.1763
C -3.7722 -2.4383 -2.0397
C -0.1242 4.0171 -0.2935
C 0.2396 -0.6381 2.7373
H -0.1805 -1.1996 4.7903
H -0.7341 -1.3715 -4.2108
H -1.2687 2.1110 -0.2053
H -0.8794 4.8001 -0.3225
H -2.5747 -1.8480 -0.3294
H 1.8645 0.1248 -0.2521
H -0.7269 -1.0165 2.3742
H 3.5482 1.8110 -0.2883
H 0.4355 -0.5464 -2.2809
H 3.2863 0.4342 1.6179
H -0.6051 -1.5347 0.4546
H -4.6250 -2.7665 -1.4496
H -2.7821 -2.2476 -5.2978
H 3.7911 0.2770 4.0367
*
```

orbital gap: 0.2007 Eh
relative energy (zero: lowest compared OMol25 entry of this formula, charge and spin): 0.0 kJ/mol
E_HOMO: -7.8 eV